{
  "formula": "C21H44BCl2N4O11PS2",
  "method": "the ωB97M-V functional and the def2-TZVPD basis",
  "e_homo_ev": -9.2,
  "largest_force_ev_per_a": 7.333,
  "gap_ha": 0.304,
  "energy_ev": -107648.5992,
  "symbols": ["C", "C", "O", "B", "O", "C", "N", "C", "O", "O", "C", "Cl", "P", "N", "O", "C", "C", "C", "C", "C", "S", "O", "O", "Cl", "C", "C", "C", "C", "O", "C", "C", "C", "C", "C", "S", "C", "O", "O", "H", "H", "H", "H", "H", "H", "H", "H", "H", "H", "H", "H", "H", "H", "H", "H", "H", "H", "H", "H", "H", "H", "H", "H", "H", "H", "H", "H", "H", "H", "H", "H", "H", "H", "H", "H", "H", "H", "H", "H", "N", "C", "N", "O", "H", "H", "H", "H"],
  "coordinates": [[4.2911, 0.1711, 3.6476], [4.8997, 0.1815, 2.1631], [3.9198, -0.1830, 1.1152], [4.5403, 0.2382, -0.1270], [5.9884, 0.1275, -0.3503], [3.6986, 0.9309, -1.3742], [3.7989, 2.4483, -1.1853], [3.2851, 2.7465, 0.0032], [3.0605, 3.1893, 1.1417], [2.3142, 0.5828, -1.2539], [1.7507, -0.1333, -2.3913], [2.7232, -1.6548, -2.6545], [1.8615, 1.1641, -3.8111], [0.5892, 0.9858, -5.0116], [3.3242, 0.8662, -4.7286], [0.1694, -0.4078, -1.9154], [0.3321, -0.9530, -0.4323], [-0.7829, -1.8812, 0.2394], [-1.0726, -1.5060, 1.8132], [-2.6594, -1.8043, 2.0269], [-3.1335, -2.1312, 3.7875], [-2.2175, -3.1360, 4.4405], [-4.5171, -2.7737, 3.7545], [-3.2605, -0.2963, 4.7492], [-0.4344, -1.3422, -3.0652], [-0.8555, -2.8414, -2.8213], [0.2373, -3.8663, -2.2503], [-1.2854, -3.4566, -4.2855], [-0.3189, 0.9201, -2.1273], [-1.4607, 1.4621, -1.5712], [-2.5707, 0.6142, -0.8062], [-3.9555, 1.4529, -0.5253], [-4.0884, 1.8299, 1.0674], [-5.2925, 0.6293, -0.8983], [-0.8778, 2.8927, -0.4563], [0.3075, 3.8534, -1.5681], [-0.2344, 2.4097, 0.8222], [-1.9837, 3.8664, -0.1249], [3.8627, -0.8500, 3.9427], [3.5506, 1.0364, 3.7693], [5.1735, 0.3814, 4.3702], [5.7234, -0.6340, 2.1185], [5.3949, 1.1992, 1.9426], [6.0721, -0.7247, -0.8504], [4.2532, 0.6674, -2.3306], [0.3363, 1.8772, -5.4726], [0.9569, 0.3931, -5.7927], [3.3782, -0.0924, -4.9608], [1.3332, -1.5134, -0.2333], [0.3897, -0.0220, 0.2693], [-0.3740, -2.9699, 0.2846], [-1.7940, -1.9352, -0.2900], [-0.4969, -2.2371, 2.4858], [-0.8520, -0.4024, 2.0395], [-3.3381, -1.0061, 1.5388], [-2.8519, -2.8024, 1.4589], [-1.3722, -0.7826, -3.4756], [0.2858, -1.3601, -3.9806], [-1.8151, -2.9788, -2.1761], [0.9620, -4.1175, -3.1259], [-0.2015, -4.8912, -1.9259], [0.8908, -3.4771, -1.3963], [-0.4454, -3.2373, -5.0439], [-2.3262, -3.1227, -4.6196], [-1.2650, -4.6083, -4.1260], [-2.0456, 2.0387, -2.4067], [-2.1614, 0.4293, 0.2682], [-2.9056, -0.3562, -1.3134], [-3.9341, 2.4739, -1.0704], [-3.0497, 1.8439, 1.5949], [-4.7077, 1.0540, 1.6490], [-4.4862, 2.9137, 1.1850], [-6.0153, 0.5891, 0.0000], [-5.0521, -0.4400, -1.2304], [-5.8354, 1.2529, -1.7174], [-0.3056, 4.0197, -2.5430], [0.5152, 4.9057, -1.1554], [1.2445, 3.2317, -1.7763], [-0.2533, 1.3569, 5.2046], [0.7923, 1.4779, 6.0579], [0.7521, 0.6416, 7.1238], [1.6990, 2.2764, 5.8809], [-1.0080, 0.7060, 5.3333], [-0.2604, 1.9619, 4.3978], [1.5123, 0.7006, 7.7824], [0.0160, -0.0217, 7.2871]],
  "forces_ev_per_angstrom": [[0.579, 0.539, -0.388], [1.186, -1.130, 1.563], [2.063, 2.217, -2.061], [0.435, -0.683, 0.747], [-2.558, -1.077, -0.089], [1.110, -0.056, 1.073], [-2.645, -0.169, 5.121], [1.943, 1.939, 1.848], [0.792, -2.588, -6.746], [-0.059, -1.198, -2.388], [-0.785, 0.557, 1.352], [-0.436, 0.408, -0.021], [0.818, 2.053, -1.443], [1.371, -1.034, -0.782], [-2.095, -1.423, 1.210], [2.690, -1.708, -1.146], [-0.438, 0.625, 2.024], [-0.006, -1.016, 0.891], [-0.962, -0.252, -0.513], [1.226, 0.048, -1.392], [-2.817, -6.753, 0.485], [-0.962, 3.937, -1.571], [3.359, 3.181, -0.204], [0.228, -0.627, -0.471], [-0.849, 0.093, -0.831], [-0.973, -1.571, -0.523], [0.885, -0.350, -0.620], [0.744, -0.762, 1.152], [-0.167, -0.417, 0.688], [-2.524, 0.994, -0.620], [-0.506, 0.525, 1.652], [-0.164, 0.455, 1.202], [1.183, 0.390, 0.146], [-0.124, 0.965, -0.361], [-0.419, 2.755, 3.694], [-0.450, -0.164, -0.951], [-0.761, 0.074, -3.354], [1.809, -2.263, -1.679], [0.414, 1.578, -0.622], [0.828, -1.480, -0.058], [-1.399, -0.318, -1.242], [-1.208, 1.516, 0.111], [-0.905, -1.523, 0.365], [0.288, 1.075, 0.469], [-1.299, 0.512, 0.827], [0.437, -0.499, 0.851], [-0.711, 0.413, 0.814], [0.159, 0.812, 0.147], [-1.646, 1.202, -0.907], [0.085, -1.410, -1.476], [-0.894, 1.826, -0.276], [1.599, 0.278, 0.537], [-0.748, 1.417, -0.880], [-0.131, -1.681, -0.228], [1.012, -1.169, 1.230], [-0.037, 1.482, 1.574], [1.587, -0.987, 0.737], [-1.132, 0.130, 1.733], [1.671, 0.669, -0.960], [-1.075, 0.452, 1.498], [0.395, 1.906, -0.537], [-1.070, -0.458, -1.223], [-1.499, -0.135, 0.997], [1.629, -0.362, 0.306], [-0.351, 1.921, -0.502], [1.218, -0.854, 1.303], [-0.532, -0.187, -2.029], [1.114, 1.362, 0.447], [0.032, -1.856, 0.718], [-1.635, 0.090, -1.031], [0.659, 1.285, -0.994], [0.383, -2.058, -0.118], [1.239, -0.016, -1.440], [-0.508, 1.551, 0.272], [0.808, -1.577, 1.177], [1.112, -0.471, 1.600], [-0.397, -1.915, -0.096], [-1.361, 0.960, 0.288], [-0.493, 0.127, -0.665], [0.380, 0.402, -0.171], [0.237, -0.429, 0.791], [-0.041, -0.115, 0.041], [0.171, 0.083, -0.001], [0.006, -0.115, 0.133], [-0.182, -0.013, -0.151], [0.067, 0.068, -0.051]]
}


{
  "formula": "C21H44BrFN3O6PS2",
  "method": "the ωB97M-V functional and the def2-TZVPD basis",
  "e_homo_ev": -8.6,
  "largest_force_ev_per_a": 0.321,
  "gap_ha": 0.313,
  "energy_ev": -142964.3824,
  "symbols": ["C", "C", "C", "C", "C", "C", "C", "C", "O", "C", "O", "S", "O", "O", "C", "C", "C", "C", "F", "P", "N", "C", "C", "S", "Br", "H", "H", "H", "H", "H", "H", "H", "H", "H", "H", "H", "H", "H", "H", "H", "H", "H", "H", "H", "H", "H", "H", "H", "H", "H", "H", "H", "H", "H", "H", "C", "C", "O", "N", "C", "H", "H", "H", "H", "H", "H", "H", "C", "C", "O", "N", "C", "H", "H", "H", "H", "H", "H", "H"],
  "coordinates": [[0.2125, -4.0873, 5.3734], [0.9519, -3.0979, 4.4585], [0.1840, -2.8841, 3.1521], [0.7911, -1.8708, 2.1641], [-0.1018, -0.6296, 2.0094], [-1.5671, -0.8461, 1.6009], [-2.5065, 0.0846, 2.3621], [-3.9166, 0.0487, 1.8012], [-4.4399, -1.2663, 1.8602], [-4.7592, -1.8662, 0.6256], [2.0699, -1.4504, 2.7537], [2.9800, -0.2965, 2.1667], [2.4374, 0.9565, 2.5865], [4.3047, -0.6725, 2.5547], [2.8629, -0.4466, 0.3561], [2.5568, 0.9536, -0.2317], [3.6383, 2.0366, -0.0781], [4.5733, 2.2222, -1.2743], [5.8976, 1.9642, -0.8920], [4.5068, -1.0104, -0.3281], [4.5598, -1.1497, -1.8738], [1.7946, -1.4543, -0.1547], [1.2529, -2.4963, 0.8250], [2.3900, -3.9087, 1.0818], [-0.2446, -3.3551, -0.1036], [-0.2506, -3.5861, 6.2234], [0.8850, -4.8508, 5.7621], [-0.5812, -4.6119, 4.8362], [1.9448, -3.4798, 4.2260], [1.0788, -2.1421, 4.9673], [-0.8235, -2.5523, 3.4091], [0.0934, -3.8517, 2.6564], [-0.0565, -0.1224, 2.9765], [0.3440, 0.0599, 1.2965], [-1.6732, -0.6465, 0.5287], [-1.8887, -1.8768, 1.7412], [-2.5416, -0.2054, 3.4163], [-2.1334, 1.1120, 2.3016], [-3.9159, 0.4103, 0.7646], [-4.5732, 0.7072, 2.3788], [-4.0714, -1.5468, -0.1654], [-5.7839, -1.6298, 0.3166], [-4.6697, -2.9465, 0.7440], [1.6504, 1.3153, 0.2532], [2.3066, 0.7996, -1.2847], [3.1211, 2.9755, 0.1226], [4.2637, 1.8603, 0.8003], [4.3365, 1.5389, -2.0909], [4.5536, 3.2494, -1.6411], [4.7542, -2.1925, 0.3846], [5.4370, -0.1306, 0.2358], [3.7297, -0.9241, -2.4075], [2.2222, -1.9955, -0.9999], [0.9682, -0.8768, -0.5687], [3.2374, -3.2572, 1.8916], [-0.3123, 0.8910, -4.3805], [0.1532, -0.1762, -3.4241], [1.2967, -0.2024, -2.9833], [-0.7448, -1.1213, -3.0432], [-2.1276, -1.2545, -3.4463], [0.5120, 1.5691, -4.5734], [-0.6460, 0.4544, -5.3229], [-1.1359, 1.4680, -3.9616], [-0.3760, -1.7988, -2.3942], [-2.7960, -1.1906, -2.5845], [-2.3028, -2.2099, -3.9440], [-2.3901, -0.4600, -4.1377], [-1.1999, 5.1419, -2.1804], [-1.8683, 4.4808, -3.3647], [-1.2221, 4.0205, -4.2906], [-3.2274, 4.4130, -3.3621], [-4.1473, 4.9028, -2.3577], [-0.1276, 5.1080, -2.3454], [-1.5147, 6.1810, -2.0781], [-1.4375, 4.6218, -1.2513], [-3.6106, 3.9747, -4.1851], [-4.7536, 4.0925, -1.9488], [-4.8177, 5.6578, -2.7716], [-3.5958, 5.3558, -1.5398]],
  "forces_ev_per_angstrom": [[-0.058, -0.024, -0.067], [-0.090, -0.074, -0.049], [0.040, -0.005, 0.111], [-0.067, 0.086, -0.065], [-0.041, -0.085, -0.017], [0.022, 0.053, -0.061], [-0.045, -0.102, -0.142], [-0.104, 0.094, -0.049], [0.076, -0.127, 0.089], [-0.009, 0.035, -0.034], [-0.015, -0.120, -0.094], [-0.150, -0.067, -0.248], [0.072, 0.125, 0.021], [0.074, 0.092, 0.110], [0.159, 0.048, 0.115], [0.043, -0.021, -0.054], [-0.055, 0.013, 0.002], [0.067, -0.036, 0.033], [-0.120, 0.050, -0.063], [0.023, -0.140, -0.287], [-0.129, 0.087, 0.200], [-0.049, -0.014, 0.080], [0.111, 0.014, 0.044], [-0.012, 0.041, 0.009], [-0.129, -0.098, -0.070], [-0.011, -0.005, -0.017], [0.019, 0.042, 0.067], [0.024, -0.001, -0.004], [0.048, 0.075, 0.027], [0.120, -0.020, -0.006], [-0.030, -0.040, -0.052], [-0.079, 0.029, -0.005], [-0.024, -0.054, 0.036], [0.088, 0.105, 0.089], [0.029, -0.056, 0.000], [-0.008, 0.025, 0.068], [0.083, 0.069, 0.012], [-0.027, 0.019, 0.102], [0.005, -0.017, 0.020], [0.014, -0.001, -0.026], [0.004, -0.036, 0.008], [0.033, 0.029, -0.011], [-0.031, 0.033, 0.019], [-0.086, -0.080, 0.004], [0.079, 0.043, 0.051], [0.049, 0.020, 0.000], [-0.032, 0.023, 0.006], [0.047, -0.003, 0.020], [0.015, -0.025, 0.013], [0.052, 0.006, 0.065], [-0.005, -0.007, 0.069], [0.044, -0.044, -0.090], [-0.056, 0.062, -0.057], [-0.055, 0.010, 0.115], [0.049, -0.015, 0.019], [0.057, -0.035, 0.009], [-0.054, -0.016, -0.029], [-0.007, 0.008, -0.062], [0.030, 0.084, 0.005], [0.019, 0.005, 0.002], [0.009, -0.005, 0.006], [-0.010, 0.005, 0.005], [-0.018, 0.021, -0.028], [0.017, -0.100, 0.023], [0.007, 0.015, 0.004], [0.015, 0.007, -0.011], [-0.021, -0.001, -0.002], [0.019, -0.015, -0.021], [0.004, 0.055, 0.040], [-0.031, -0.030, 0.004], [-0.026, -0.054, -0.003], [0.010, 0.009, -0.022], [-0.002, -0.001, -0.004], [-0.005, -0.002, 0.008], [-0.006, 0.007, 0.005], [0.010, 0.018, -0.007], [0.015, -0.006, 0.008], [0.012, 0.013, 0.001], [-0.016, 0.004, 0.012]]
}


{
  "formula": "C21H44CdN3OP2",
  "method": "the ωB97M-V functional and the def2-TZVPD basis",
  "charge": 1,
  "e_homo_ev": -9.6,
  "largest_force_ev_per_a": 5.272,
  "gap_ha": 0.250,
  "energy_ev": -52142.8037,
  "symbols": ["Cd", "P", "P", "N", "C", "H", "H", "C", "H", "H", "C", "H", "H", "C", "H", "H", "C", "C", "H", "H", "H", "C", "C", "H", "H", "H", "C", "C", "H", "H", "H", "C", "C", "H", "H", "H", "C", "O", "C", "H", "H", "H", "C", "H", "H", "H", "C", "H", "H", "H", "C", "H", "H", "H", "H", "H", "H", "H", "H", "H", "C", "C", "N", "C", "C", "N", "H", "H", "H", "H", "H", "H"],
  "coordinates": [[0.0972, 0.5785, -0.4917], [2.1766, 1.3702, 0.9438], [-2.4239, 0.4484, -0.8595], [-0.5443, 2.8063, -0.0051], [1.7388, 3.1619, 1.0321], [2.1908, 3.6006, 1.9342], [2.1682, 3.6675, 0.1564], [0.2243, 3.4387, 1.0496], [-0.1802, 3.1912, 2.0645], [0.0743, 4.5410, 0.9594], [-1.9646, 3.0157, 0.2094], [-2.1717, 4.1022, 0.0706], [-2.2517, 2.8176, 1.2740], [-2.9057, 2.2145, -0.7114], [-2.8847, 2.6641, -1.7137], [-3.9349, 2.2854, -0.3304], [-3.5574, -0.4927, 0.2357], [-2.9865, -1.8777, 0.5707], [-3.4949, -2.2544, 1.4705], [-1.9082, -1.8600, 0.7704], [-3.1655, -2.5995, -0.2388], [-2.5938, -0.0605, -2.6218], [-2.2634, -1.5522, -2.7880], [-2.0021, -1.7514, -3.8383], [-3.1218, -2.1951, -2.5391], [-1.4063, -1.8677, -2.1699], [3.6336, 1.2893, -0.2112], [4.2309, -0.1204, -0.3061], [5.0969, -0.0952, -0.9833], [3.5186, -0.8444, -0.7252], [4.5803, -0.4953, 0.6670], [2.6344, 0.9584, 2.6886], [2.5715, -0.5447, 2.9823], [2.8441, -0.7029, 4.0361], [3.2774, -1.1164, 2.3630], [1.5598, -0.9446, 2.8418], [-0.5154, 0.0284, 1.6902], [-0.9773, 0.0680, 2.7494], [-3.9096, 0.3522, -3.2823], [-4.7713, -0.1910, -2.8764], [-4.0934, 1.4293, -3.1863], [-3.8482, 0.1223, -4.3548], [4.7030, 2.3554, 0.0285], [5.4254, 2.3077, -0.7975], [4.2884, 3.3693, 0.0443], [5.2573, 2.1854, 0.9579], [3.9665, 1.5599, 3.1364], [4.0657, 1.4004, 4.2188], [4.8227, 1.0652, 2.6594], [4.0261, 2.6406, 2.9603], [-4.9975, -0.5720, -0.2793], [-5.0953, -1.2786, -1.1151], [-5.6329, -0.9466, 0.5356], [-5.3962, 0.4058, -0.5799], [-3.5563, 0.1090, 1.1628], [1.8236, 1.4421, 3.2627], [-1.7829, 0.5089, -3.1127], [3.1597, 1.5105, -1.1858], [0.3647, 2.0265, -1.7539], [0.6519, 1.3031, -2.0864], [-1.0795, -4.7843, -1.3655], [-0.0123, -3.9841, -0.7398], [0.0448, -2.6831, -0.4802], [1.2695, -2.4552, 0.1212], [1.9664, -3.6332, 0.1999], [1.1428, -4.5922, -0.3473], [-0.8033, -5.0430, -2.3972], [-1.2228, -5.7108, -0.7940], [-2.0098, -4.2114, -1.3754], [1.5802, -1.4687, 0.4509], [2.9517, -3.8304, 0.5977], [1.3375, -5.5817, -0.4530]],
  "forces_ev_per_angstrom": [[-0.749, 0.143, 1.566], [0.363, 0.195, -0.737], [0.273, -0.157, -0.519], [0.414, -1.301, -0.067], [-0.303, 0.191, -0.271], [-0.021, -0.082, -0.301], [-0.017, -0.186, 0.165], [-0.727, 0.509, 0.059], [0.140, -0.055, -0.269], [0.333, -0.327, 0.276], [0.337, 0.612, 0.551], [-0.282, -0.446, 0.018], [0.098, -0.067, -0.308], [0.192, 0.262, -0.149], [-0.018, -0.188, 0.138], [0.219, -0.002, -0.187], [0.136, -0.004, 0.013], [-0.217, -0.163, 0.332], [0.110, -0.005, -0.247], [-0.347, -0.052, -0.137], [0.071, 0.276, 0.198], [-0.226, 0.147, -0.021], [0.101, -0.184, -0.199], [-0.157, 0.041, 0.248], [0.188, 0.258, -0.029], [-0.343, 0.185, -0.175], [-0.031, 0.225, 0.166], [0.099, -0.092, -0.090], [-0.196, -0.028, 0.199], [0.124, 0.155, 0.189], [-0.061, 0.142, -0.270], [-0.202, -0.106, -0.067], [0.066, -0.035, 0.194], [-0.066, -0.053, -0.280], [-0.228, 0.128, 0.176], [0.327, -0.016, -0.028], [-2.080, -0.443, 4.824], [1.436, 0.073, -3.311], [-0.067, -0.107, -0.375], [0.275, 0.172, -0.136], [-0.006, -0.249, -0.007], [-0.097, 0.082, 0.187], [0.343, -0.007, -0.152], [-0.098, 0.085, 0.177], [0.107, -0.217, 0.048], [-0.138, 0.074, -0.286], [0.097, 0.021, 0.344], [0.018, 0.058, -0.208], [-0.264, 0.120, 0.089], [0.031, -0.256, -0.034], [-0.269, -0.102, 0.289], [0.093, 0.237, 0.230], [0.081, 0.069, -0.212], [0.107, -0.250, 0.014], [0.032, -0.099, -0.240], [0.192, -0.063, -0.150], [-0.217, -0.082, 0.177], [0.096, -0.010, 0.271], [0.567, -0.703, -0.957], [0.012, 1.792, -0.797], [-0.439, -0.021, -0.252], [0.999, 0.670, 0.455], [-0.065, -0.379, -0.017], [0.042, -0.922, -0.285], [0.064, 0.418, 0.114], [0.113, 0.270, 0.133], [-0.184, 0.019, 0.216], [-0.105, 0.202, -0.219], [0.125, -0.222, -0.055], [-0.038, -0.360, -0.032], [-0.190, -0.162, -0.098], [0.029, 0.375, 0.116]]
}